C47H58Cl3CuGeN3O5S2SbSi as an isolated structure, computed with ωB97M-V with the def2-TZVPD basis set.

The geometry in XYZ format:
```
122
Properties=species:S:1:pos:R:3
C 0.554 -0.620 -7.118
Sb 0.932 1.691 0.856
C -3.426 5.464 4.808
H -2.171 -3.683 -3.708
H 4.179 1.492 1.545
C -0.005 -0.461 -4.173
C 3.502 -4.826 0.221
C -0.957 2.770 2.977
C -4.569 1.954 5.708
O -6.808 -0.227 5.966
H 2.260 3.540 -2.469
H 0.607 1.500 -6.723
C -3.366 -1.637 2.821
C 2.836 -6.419 1.894
C 1.585 -5.819 1.963
C 3.288 -1.700 -1.152
C -5.167 3.929 3.841
Ge -4.224 2.282 0.621
H -0.052 4.037 1.504
C 1.569 -0.006 3.321
H -2.446 5.354 5.275
C 0.952 -3.284 -2.415
H -6.628 2.545 3.075
H -3.352 0.137 -2.470
H 2.996 1.694 -7.360
H 3.481 2.082 3.059
C 2.250 -4.208 0.278
H 4.263 -4.446 -0.455
H 1.097 2.227 -2.231
C 1.041 -3.884 -4.763
C -4.481 -0.619 2.974
C -4.171 4.156 4.786
Cl -4.710 0.415 -0.626
H -5.394 4.683 3.095
Cl -2.284 2.880 -0.669
O -1.768 -2.308 1.214
H 0.865 -2.686 -7.630
H -5.175 -0.686 2.133
H 1.625 -4.098 -5.650
C -1.088 -3.654 -3.673
C 2.323 2.686 -0.476
S -1.151 -0.845 -6.684
Cu -1.312 0.651 -0.313
N -5.126 -0.811 4.276
H 4.263 0.501 3.006
C 4.468 -0.060 -2.508
S -6.383 0.199 4.663
C -0.346 -3.915 -4.817
H -3.981 6.214 5.375
C 1.682 -3.576 -3.570
C -2.386 -1.273 1.741
H -2.780 -1.680 3.746
C 3.069 3.882 0.105
H 3.648 3.628 0.992
H -4.055 0.385 2.962
H 2.768 -3.551 -3.547
H 4.551 0.498 -3.433
H 3.042 1.896 -0.724
C 1.572 3.083 -1.749
H 4.772 -6.386 0.966
H 0.732 -0.246 -2.173
C 1.160 0.630 -7.052
C -0.140 -0.246 -2.818
C 2.303 0.524 2.088
C 4.248 -1.510 -0.151
H 0.782 3.810 -1.537
H -3.748 -2.642 2.639
H 2.182 -0.746 3.847
H 6.026 -0.483 0.472
C -5.859 2.728 3.815
H 0.886 4.654 3.722
H 3.237 -2.308 -8.269
H -1.411 3.604 3.525
C 0.267 3.254 2.201
H 0.974 -0.639 -4.592
C 2.494 0.733 -7.410
Si 1.795 -2.782 -0.830
H 2.707 -1.092 -3.136
C 2.629 -1.482 -7.916
H -3.288 5.853 3.799
H -1.044 -3.112 -1.610
H 0.617 -0.481 3.063
O -2.123 -0.119 1.448
H 2.553 -0.330 1.448
C 1.316 3.821 3.154
H 6.223 0.814 -1.629
H 4.184 -2.077 0.774
H -3.296 -0.231 -4.910
N -1.316 -0.059 -2.209
C 3.423 -0.958 -2.332
H -0.683 2.009 3.715
H 0.316 -4.262 1.232
C -3.886 3.157 5.720
O -7.332 0.276 3.590
N 3.229 -0.298 -7.833
C -5.548 1.747 4.744
C -0.444 -3.341 -2.485
O 0.644 -1.852 -0.028
C 1.300 -1.698 -7.566
H 2.376 4.683 0.373
Cl -5.627 3.751 -0.350
C 3.629 1.194 2.440
H -1.721 2.341 2.330
C -2.373 -0.253 -4.343
H 3.064 -7.273 2.520
C -1.149 -0.476 -4.961
H 1.348 0.799 4.026
H 1.004 -1.217 0.601
H -3.113 3.326 6.462
H 2.204 4.192 2.645
H 1.633 3.072 3.884
C 5.294 -0.611 -0.318
H -1.032 -2.017 0.627
C 3.795 -5.921 1.021
C 5.405 0.117 -1.496
H 0.834 -6.206 2.642
H -4.344 1.177 6.428
C 1.296 -4.723 1.161
H -0.848 -4.146 -5.749
H -5.406 -1.760 4.502
H 3.760 4.290 -0.640
C -2.413 -0.047 -2.976
```

## Properties
Kohn-Sham gap	0.2897	Ha
ΔE to the lowest compared entry with this formula, charge and spin	0.0	kJ/mol
E_HOMO	-7.90	eV
net charge	0

***

C47H58IN5O7PSSiY as an isolated structure, computed with ωB97M-V with the def2-TZVPD basis set.

The geometry in XYZ format:
```
122
Properties=species:S:1:pos:R:3
H 1.858 3.387 -3.579
C 2.711 1.386 3.773
C 2.976 -2.667 -0.955
H 7.472 0.075 2.336
H -0.834 0.604 -6.021
H 2.373 4.887 -2.778
P 2.466 0.168 2.416
N 0.976 0.748 -2.093
N -1.160 -1.388 -1.829
H -3.673 6.892 -1.568
C 2.439 3.692 4.443
C -3.149 -0.593 -1.311
H 3.901 1.897 6.912
C -0.498 -2.305 -2.417
O -2.681 2.314 -3.780
C -4.930 3.705 -1.977
C -4.158 5.967 -1.248
H 1.212 3.802 -1.982
C 6.616 0.293 0.374
H -0.969 6.588 -3.137
C 3.451 2.123 5.952
H -1.380 -3.558 2.345
Si -1.945 3.490 -2.895
C 0.898 -2.639 -2.186
H 0.200 -2.991 1.749
H -1.033 -2.919 -3.146
C -7.348 0.011 -1.878
C 0.764 5.482 -4.953
C 3.804 0.641 -3.877
C 3.104 -3.729 3.603
H -3.259 -0.166 -4.398
H -4.766 -1.799 -3.135
C 3.027 3.414 5.669
H 0.421 2.907 0.067
H 0.926 -0.736 4.679
H 3.557 -2.325 -0.110
H -3.549 5.508 -0.468
H 1.591 6.191 -4.862
C 1.653 -2.177 -1.070
C -6.669 -0.893 -2.689
H 0.698 6.805 -2.547
C -0.792 -2.676 2.070
H 3.214 -4.636 -3.709
O -1.388 -1.994 0.977
C 3.293 1.116 5.010
H -1.903 3.554 -6.031
O -2.629 -0.006 -0.299
C 4.146 0.183 1.665
C -2.412 1.703 -5.040
H -8.409 0.178 -2.020
H -4.734 1.022 0.043
N 4.964 0.600 -3.845
O -2.960 4.806 -2.930
H 5.485 0.511 -1.443
H 1.581 2.161 -0.576
H -7.202 -1.433 -3.463
H -5.941 3.908 -1.612
H 1.791 2.886 2.556
C -1.003 1.127 -5.076
C -3.430 0.577 -5.177
C -5.078 5.632 -3.563
H 3.145 4.199 6.406
Y -0.378 0.237 -0.133
H -0.258 1.916 -4.979
C 2.201 -3.875 4.646
H -4.444 0.972 -5.071
C 2.783 -3.968 -2.974
H -7.179 1.411 -0.261
C -5.311 -1.102 -2.513
H -2.463 2.274 -7.131
H -5.144 6.206 -0.838
H -0.875 0.418 -4.258
C 1.482 -3.527 -3.097
H 2.091 -4.831 5.143
H -0.086 5.984 -5.419
H -3.626 3.138 -6.102
C 0.360 4.943 -3.584
C 4.220 0.333 0.283
H 3.701 -4.572 3.278
C 5.450 0.390 -0.367
H 3.613 0.108 5.245
C -6.659 0.700 -0.890
O 1.143 2.275 0.283
C 1.560 -1.569 4.394
O 1.190 -1.355 -0.176
C 1.431 -2.787 5.040
H -2.143 -1.467 1.280
H -6.098 5.857 -3.240
C 2.275 2.683 3.504
O -0.686 4.011 -3.834
H -4.351 3.245 -1.176
C 2.476 -1.407 3.350
H -5.119 4.939 -4.406
H 1.077 4.658 -5.596
H 2.089 4.693 4.221
C 1.531 4.209 -2.941
H 7.577 0.338 -0.126
I -1.234 0.979 2.720
C -2.611 2.735 -6.150
H 3.950 -2.404 2.150
C 3.242 -2.504 2.963
C 5.330 0.096 2.397
S -1.550 2.936 -0.951
H 0.711 -2.892 5.843
H 4.554 -3.851 -1.756
C 1.743 0.711 -2.971
H 3.302 0.388 -0.292
N -2.509 -1.338 -2.171
C 3.527 -3.525 -1.881
C -4.616 -0.406 -1.528
H -4.991 2.993 -2.801
H 0.876 -3.863 -3.933
H -3.336 0.095 -6.154
H -0.416 5.702 -1.712
N 2.494 0.720 -4.022
C -4.271 5.004 -2.428
C -5.298 0.491 -0.714
C 6.558 0.145 1.757
H -0.691 -2.021 2.936
H -4.598 6.554 -3.896
C -0.112 6.085 -2.688
H 5.289 -0.007 3.475
```

## Properties
Kohn-Sham gap	0.2529	Ha
ΔE to the lowest compared entry with this formula, charge and spin	12.6	kJ/mol
E_HOMO	-2.86	eV
net charge	-2

***

One molecule with the formula C47H58N12O6, computed with ωB97M-V with the def2-TZVPD basis set.

The geometry in XYZ format:
```
123
Properties=species:S:1:pos:R:3
H -3.802 -3.002 1.399
C 3.984 -0.852 -1.246
H 4.282 -2.474 4.906
H -1.476 -3.366 -2.081
C 5.261 -4.356 -1.373
C -3.109 -2.202 1.660
C -1.568 5.077 -0.116
H 6.461 -4.094 2.253
H -2.304 0.184 -1.390
H -1.543 -0.162 -4.854
H 6.731 -6.192 1.013
H 4.230 -1.629 -4.454
H -1.294 1.743 2.628
N -0.621 -2.984 -2.481
N -6.202 2.537 -2.400
H -5.531 -1.948 2.856
C -3.654 4.271 -0.044
H 5.444 -2.126 1.209
C 0.345 6.268 -0.900
C -2.088 0.086 -3.941
H 1.448 3.072 -3.196
C -2.193 3.586 1.933
H 0.959 0.485 -2.241
H -2.724 -1.917 -3.386
C -2.695 -0.484 5.001
C 5.532 -3.048 0.653
C -2.869 -1.688 -0.789
H -6.692 1.785 -1.926
H -4.056 -0.258 -4.761
C -2.046 -1.132 -3.026
C 1.355 -2.587 2.373
H -6.044 -0.887 5.016
C -4.003 -0.411 5.446
H 2.634 -2.029 -3.836
H 0.388 2.307 1.148
C -2.483 4.296 0.654
H -1.896 -0.072 5.602
C -2.777 1.221 1.203
H -3.599 1.708 -2.482
H 1.362 2.968 -0.689
H 0.350 -2.992 2.530
C -4.270 1.111 -3.103
H 0.121 4.042 -2.535
H -1.560 0.900 -3.442
C -0.651 2.178 -0.575
H -4.652 0.289 -2.494
H 3.229 -3.395 2.459
N 2.287 -3.688 2.206
C 6.268 -5.348 0.525
H 0.141 7.281 -2.778
H -5.066 2.855 -4.096
H -1.339 -0.233 0.966
H -3.107 3.490 2.519
H 1.040 -0.772 3.517
C 4.931 -0.163 2.888
O -3.948 1.534 1.178
C -3.206 -1.106 0.583
H -6.137 1.450 -4.162
H 0.259 -3.425 -2.260
C 1.997 0.498 -0.486
H 1.521 -2.170 4.499
H 2.045 -4.456 2.820
H 4.067 -0.203 -2.120
N -3.530 4.986 -1.202
C -0.356 6.663 -2.044
C 3.123 -1.214 3.511
N 3.596 -0.226 2.688
H 3.106 -2.427 0.535
H -3.399 1.351 -5.048
O -2.985 -2.880 -1.048
C -0.244 5.480 0.063
H 4.581 -0.429 -0.437
O 0.330 -1.002 0.876
H -5.555 2.927 -1.720
C 5.088 -3.141 -0.667
C -4.733 -1.539 3.459
O 0.382 -1.101 -3.209
H 4.749 -4.866 -3.360
H 1.368 6.591 -0.777
C -0.631 -1.724 -2.929
H -0.216 2.471 -3.264
H -2.209 6.593 -3.129
H -4.229 0.058 6.393
N 4.748 -4.178 -2.627
H -4.224 -0.696 0.559
C 4.254 -2.903 -2.748
N 2.383 -1.744 0.355
C -2.267 5.492 -1.278
C 1.700 -1.641 3.561
C 4.227 -1.700 4.166
N 1.279 1.056 -1.463
N -2.326 -0.009 0.902
H -2.094 -2.603 1.642
H 3.060 0.315 2.010
C 5.851 -5.465 -0.784
C -5.445 2.004 -3.521
C 0.499 3.032 -2.668
H -1.387 -1.140 3.440
C -1.666 6.283 -2.248
H -1.454 4.147 2.511
N -0.535 2.184 0.757
C 0.685 2.373 -1.312
H -4.252 5.102 -1.893
C -1.655 2.162 1.680
C -3.423 -1.619 3.005
H 5.566 0.533 2.377
H -4.569 3.779 0.221
H 5.979 -6.386 -1.334
O 2.290 1.089 0.549
C -5.021 -0.942 4.673
N -2.439 -0.784 -1.673
C 6.112 -4.153 1.232
O -1.687 1.941 -1.175
H 0.306 5.188 0.947
C 2.510 -0.903 -0.814
C -3.497 0.559 -4.300
C -2.409 -1.084 3.788
N 5.342 -1.033 3.771
C 1.294 -1.720 1.120
C 3.633 -2.427 -4.013
H 1.908 -1.308 -1.636
H 3.561 -3.239 -4.733
C 4.451 -2.232 -1.569
```

## Properties
Kohn-Sham gap	0.3049	Ha
ΔE to the lowest compared entry with this formula, charge and spin	9.4	kJ/mol
E_HOMO	-7.79	eV
net charge	0

***

C47H58NO4STa as an isolated structure, computed with ωB97M-V with the def2-TZVPD basis set.

The geometry in XYZ format:
```
112
Properties=species:S:1:pos:R:3
C -5.090 1.349 2.059
C -1.164 -3.655 -0.376
H 4.180 -1.939 2.250
H -0.745 4.185 3.606
H 2.162 -3.908 0.088
C 1.248 -2.972 -1.577
C 1.214 3.657 -0.359
H 3.304 3.320 -2.002
H 5.850 1.897 1.173
H 3.547 0.973 -4.799
C 0.022 3.988 0.274
H -3.256 -3.302 -2.016
H -2.109 3.902 0.111
H 2.431 -2.479 -3.293
H -4.200 1.953 2.227
C 0.029 -2.641 -2.173
C -2.512 2.554 -2.210
H -3.878 2.134 0.043
C -1.201 2.984 -1.570
H -0.284 -6.662 0.692
H -4.257 -0.722 3.529
C -3.638 -1.189 -0.434
C 3.670 1.205 -0.416
H 1.308 -5.527 3.084
H -1.753 3.538 2.316
H -0.236 -2.839 2.674
C 3.016 1.236 -1.639
H 5.569 -1.238 3.063
H 3.889 -0.745 -4.469
H 5.755 -1.855 1.430
H -2.360 -2.481 -3.303
H 3.897 -2.119 0.062
H -0.792 -6.564 2.376
H 2.153 3.910 0.101
C 5.073 -1.336 2.100
C -4.730 -0.044 1.532
C 3.771 0.737 2.563
C 1.378 4.987 2.159
H 6.709 0.414 0.751
C -1.173 3.650 -0.359
C -3.791 -0.720 2.546
C 1.223 -3.655 -0.371
H 3.315 -3.293 -1.992
C 4.727 0.058 1.567
H 2.826 0.198 2.614
O 0.028 -1.768 -3.204
H -2.848 -0.181 2.614
O 2.159 -0.001 -3.574
H 1.910 5.653 1.484
C 2.755 0.011 -2.269
C 0.030 -3.999 0.254
C 6.029 0.867 1.469
H -0.199 2.783 2.678
C -1.193 -2.976 -1.580
H -6.537 -0.870 2.371
C -0.013 -4.709 1.594
H -2.486 0.345 -5.569
S 0.023 0.009 1.470
H 2.413 2.501 -3.294
H -3.462 -0.955 -4.829
C -0.022 4.673 1.627
C 2.550 2.560 -2.212
C 0.022 0.009 -0.072
C -4.015 0.000 0.191
C 2.560 -2.536 -2.209
Ta 0.029 0.011 -3.225
H -5.759 1.867 1.375
C -3.644 1.193 -0.426
C -2.706 0.007 -2.276
H 1.933 -5.662 1.451
C -0.774 -6.031 1.430
H -0.751 -4.269 3.579
H 6.520 0.880 2.439
N 0.022 0.009 -1.275
H -0.820 6.502 2.452
C 3.017 -1.209 -1.635
H -2.377 2.501 -3.293
H -3.265 3.313 -1.994
H -1.770 -3.625 2.298
O 0.024 1.790 -3.204
C 1.388 -5.012 2.131
C 1.239 2.989 -1.572
O -2.101 0.022 -3.576
H -5.604 1.249 3.012
C 3.099 -0.015 -4.664
C 3.672 -1.178 -0.409
H -5.842 -1.885 1.117
C -6.029 -0.856 1.410
C -0.741 -3.801 2.598
C -2.975 1.226 -1.643
H -1.833 5.817 1.192
H 1.955 4.075 2.304
C -0.805 5.987 1.496
H -3.835 0.751 -4.475
H 3.899 2.146 0.057
H 3.566 1.766 2.281
C -3.032 0.038 -4.675
H -3.581 -1.750 2.271
C -2.970 -1.219 -1.650
C -2.501 -2.542 -2.221
H 1.298 5.487 3.120
H -2.101 -3.916 0.089
H -6.697 -0.404 0.680
H -1.801 -5.871 1.117
H 4.219 0.742 3.553
C -0.728 3.733 2.618
H 2.556 -0.298 -5.568
H -0.333 6.638 0.764
H -3.870 -2.131 0.037
C 4.035 0.014 0.213
C 0.021 2.659 -2.169
H 1.952 -4.095 2.292
```

## Properties
Kohn-Sham gap	0.2227	Ha
ΔE to the lowest compared entry with this formula, charge and spin	0.0	kJ/mol
E_HOMO	-13.71	eV
net charge	+2

***

For each record above, in turn, the calculated LUMO level values are -0.0166; 4.0225; 0.5023; -7.6477 eV.